Record 1
DFT (wB97M-V/def2-TZVPD) results for C25H35As3NPd as an isolated structure.

The geometry in ORCA input format:
```
! wB97M-V def2-TZVPD RIJCOSX def2/J DEFGRID3
* xyz 1 1
Pd -0.42 0.25 -0.50
C 1.94 -2.58 -0.41
As 1.45 -0.87 0.34
C 3.14 0.07 0.28
C 1.15 -1.23 2.23
C 2.03 -2.02 2.96
C 1.80 -2.26 4.30
C 0.70 -1.70 4.93
C -0.18 -0.90 4.21
C 0.04 -0.66 2.86
As -1.12 0.50 1.82
C -2.88 0.14 2.56
C -0.79 2.23 2.64
H 2.71 -3.05 0.21
H 2.34 -2.42 -1.41
H 1.07 -3.23 -0.46
H 3.91 -0.52 0.78
H 3.03 1.03 0.77
H 3.41 0.22 -0.77
H 2.90 -2.46 2.48
H 2.49 -2.89 4.87
H 0.52 -1.89 5.98
H -1.03 -0.46 4.72
H -2.89 0.32 3.64
H -3.18 -0.89 2.37
H -3.59 0.81 2.09
H -0.84 2.12 3.72
H -1.54 2.95 2.31
H 0.20 2.58 2.35
N -1.30 2.11 -1.34
C -0.23 3.05 -1.15
C -0.43 4.18 -0.37
C 0.63 5.05 -0.13
C 1.87 4.79 -0.70
C 2.04 3.67 -1.50
C 1.00 2.78 -1.73
C 1.17 1.58 -2.59
C 1.86 1.71 -3.81
C 2.02 0.62 -4.65
C 1.48 -0.60 -4.31
C 0.79 -0.74 -3.11
C 0.63 0.33 -2.24
H -2.17 2.45 -0.93
H -1.47 1.93 -2.33
H -1.41 4.39 0.05
H 0.48 5.93 0.48
H 2.70 5.46 -0.52
H 3.01 3.47 -1.94
H 2.24 2.68 -4.09
H 2.55 0.75 -5.59
H 1.59 -1.46 -4.97
H 0.37 -1.70 -2.85
C -2.11 -3.22 -2.39
As -2.17 -1.93 -0.92
C -1.97 -3.20 0.55
C -4.11 -1.67 -0.83
H -2.84 -4.00 -2.21
H -1.11 -3.66 -2.44
H -2.32 -2.72 -3.34
H -2.69 -4.01 0.45
H -2.11 -2.71 1.51
H -0.97 -3.63 0.53
H -4.62 -2.63 -0.78
H -4.44 -1.14 -1.72
H -4.37 -1.08 0.04
*
```

Values from the calculation:
* molar mass: 680.75 g/mol
* LUMO energy: -0.0836 Ha
* E: -7863.407465 a.u.
* HOMO level: -10.41 eV



Record 2
DFT (wB97M-V/def2-TZVPD) results for C54H51F15GeN7OSTeTi as an isolated structure.

The geometry in ORCA input format:
```
! wB97M-V def2-TZVPD RIJCOSX def2/J DEFGRID3
* xyz 0 4
Ti -0.32 -0.63 -0.55
C -1.66 0.20 -3.67
C -2.45 -0.96 -3.06
N -2.23 -1.14 -1.63
C -3.40 -1.08 -0.75
C -2.99 -1.34 0.70
N -1.87 -0.50 1.16
C -2.24 0.75 1.84
C -2.89 1.78 0.92
C -2.06 2.35 -0.25
N -0.78 1.66 -0.51
C -0.05 2.40 -1.56
C 1.07 1.56 -2.16
N 0.59 0.20 -2.46
C -0.14 0.02 -3.74
H -1.91 1.12 -3.14
H -2.00 0.32 -4.70
H -2.18 -1.89 -3.58
H -3.51 -0.79 -3.24
H -1.72 -2.01 -1.47
H -4.16 -1.83 -1.04
H -3.85 -0.10 -0.86
H -2.66 -2.38 0.78
H -3.86 -1.22 1.36
H -1.34 -1.07 1.82
H -1.33 1.17 2.27
H -2.94 0.54 2.66
H -3.18 2.62 1.55
H -3.82 1.37 0.55
H -1.83 3.40 -0.05
H -2.65 2.32 -1.17
H -0.22 1.81 0.34
H 0.35 3.33 -1.15
H -0.77 2.67 -2.34
H 1.89 1.49 -1.45
H 1.45 2.05 -3.07
H 1.38 -0.43 -2.48
H 0.08 -0.99 -4.08
H 0.28 0.72 -4.48
C 0.08 -5.68 -9.41
C 0.21 -5.42 -7.94
C 1.45 -5.35 -7.32
C 1.59 -5.08 -5.96
C 2.98 -5.04 -5.40
C 0.44 -4.88 -5.19
Te 0.82 -4.22 -3.15
N 0.41 -2.63 -1.51
C 0.58 -3.09 -0.28
O -0.05 -2.51 0.67
C 1.49 -4.22 0.11
C 2.79 -4.32 -0.37
C 3.61 -5.36 0.05
C 3.12 -6.31 0.94
C 1.83 -6.21 1.43
C 1.02 -5.16 1.03
C -0.50 -5.53 -2.15
C -1.67 -5.04 -1.59
C -2.50 -5.87 -0.85
C -2.14 -7.20 -0.68
C -0.98 -7.68 -1.25
C -0.13 -6.86 -1.99
C 1.13 -7.44 -2.56
C -0.83 -4.94 -5.79
C -2.10 -4.74 -5.02
C -0.92 -5.21 -7.15
H 1.02 -6.03 -9.84
H -0.21 -4.77 -9.94
H -0.68 -6.43 -9.61
H 2.34 -5.52 -7.91
H 3.69 -5.37 -6.15
H 3.09 -5.67 -4.52
H 3.28 -4.03 -5.10
H 3.17 -3.57 -1.05
H 4.62 -5.43 -0.31
H 3.76 -7.12 1.27
H 1.45 -6.94 2.13
H 0.01 -5.05 1.41
H -1.95 -4.01 -1.73
H -3.41 -5.48 -0.42
H -2.78 -7.86 -0.10
H -0.71 -8.72 -1.10
H 1.22 -8.49 -2.30
H 2.01 -6.91 -2.17
H 1.16 -7.35 -3.65
H -2.15 -3.74 -4.59
H -2.20 -5.44 -4.20
H -2.97 -4.86 -5.67
H -1.90 -5.27 -7.61
N 1.85 -0.07 1.79
C 3.11 -0.29 2.17
C 3.80 -0.73 1.05
C 2.84 -0.71 0.04
N 1.65 -0.30 0.48
H 1.16 0.48 2.30
H 3.42 -0.09 3.17
H 4.83 -1.01 0.98
H 2.95 -1.00 -1.00
F 2.89 4.38 4.64
C 2.64 5.63 4.20
C 1.42 5.93 3.62
C 1.26 7.24 3.22
F 0.10 7.67 2.69
C 2.25 8.20 3.35
F 2.05 9.46 2.95
C 3.46 7.85 3.93
F 4.42 8.76 4.08
C 3.65 6.55 4.36
F 4.81 6.21 4.93
Ge 0.20 4.42 3.26
S 1.06 3.05 1.88
C -1.55 5.12 2.65
C -1.61 5.71 1.39
F -0.51 5.92 0.68
C -2.81 6.09 0.80
F -2.82 6.63 -0.42
C -4.00 5.87 1.47
F -5.15 6.22 0.91
C -3.98 5.29 2.72
F -5.12 5.08 3.38
C -2.76 4.93 3.28
F -2.83 4.36 4.50
C -0.11 3.71 5.08
C -0.13 2.37 5.42
F 0.04 1.40 4.50
C -0.34 1.92 6.72
F -0.35 0.61 6.99
C -0.54 2.84 7.73
F -0.74 2.42 8.98
C -0.53 4.19 7.44
F -0.74 5.08 8.41
C -0.32 4.59 6.13
F -0.38 5.91 5.90
*
```

Values from the calculation:
* expectation value of S²: 3.765
* molar mass: 1379.16 g/mol
* LUMO energy (spin up / spin down): 0.0004 / -0.0479 Ha
* E: -7637.430905 a.u.
* HOMO level (spin up / spin down): -5.81 / -7.83 eV



Record 3
DFT (wB97M-V/def2-TZVPD) results for one molecule with the formula C3H4O in a non-equilibrium geometry.

The geometry in ORCA input format:
```
! wB97M-V def2-TZVPD RIJCOSX def2/J DEFGRID3
* xyz 0 1
C -0.67 -0.12 0.29
C 0.23 -0.63 -0.85
O 0.91 -1.63 0.03
C 0.77 -0.32 0.58
H -1.38 -0.95 0.67
H -1.03 0.99 0.14
H 0.77 -0.20 -1.67
H 1.66 0.15 0.92
*
```

Values from the calculation:
* SMILES: C1[C@@H]2O[C@H]12
* molar mass: 56.06 g/mol
* LUMO energy: 0.0431 Ha
* E: -191.803084 a.u.
* HOMO level: -8.65 eV



Record 4
DFT (wB97M-V/def2-TZVPD) results for a 19-piece molecular cluster, C30H104N6O19 overall in a non-equilibrium geometry.

The geometry in ORCA input format:
```
! wB97M-V def2-TZVPD RIJCOSX def2/J DEFGRID3
* xyz 0 1
C 21.59 9.22 5.84
C 20.62 10.28 5.21
O 20.01 10.92 6.31
H 21.99 8.56 5.07
H 21.03 8.55 6.50
H 22.41 9.53 6.48
H 19.84 9.78 4.63
H 21.17 10.97 4.57
H 19.33 11.53 6.01
C 10.64 6.12 10.32
C 9.27 6.41 11.00
O 8.96 7.82 11.29
H 11.46 6.25 11.03
H 10.87 6.74 9.45
H 10.63 5.10 9.95
H 9.17 5.89 11.96
H 8.47 5.88 10.49
H 9.78 8.31 11.29
C 27.58 -2.32 9.33
C 26.49 -1.60 10.09
O 25.26 -1.39 9.32
H 27.35 -3.35 9.08
H 28.38 -2.44 10.05
H 27.87 -1.86 8.39
H 26.71 -0.66 10.59
H 26.41 -2.31 10.91
H 24.54 -1.48 9.94
C 22.89 -4.44 17.17
C 22.37 -5.87 17.02
C 22.38 -6.41 15.56
O 21.57 -5.58 14.67
C 21.57 -5.90 13.26
N 23.07 -6.73 17.96
H 23.92 -4.31 16.82
H 22.80 -4.07 18.19
H 22.22 -3.88 16.52
H 21.32 -5.84 17.32
H 21.90 -7.38 15.61
H 23.42 -6.41 15.21
H 21.09 -6.87 13.21
H 22.60 -5.86 12.91
H 20.94 -5.15 12.80
H 23.97 -6.96 17.56
H 23.30 -6.12 18.73
C 23.22 -0.84 -0.71
C 21.69 -0.67 -0.55
C 21.23 0.00 0.76
O 21.60 -0.78 1.85
C 21.13 -0.35 3.10
N 21.39 0.21 -1.64
H 23.68 -1.46 0.06
H 23.69 0.13 -0.57
H 23.68 -1.18 -1.64
H 21.16 -1.61 -0.67
H 20.14 0.08 0.70
H 21.62 1.01 0.89
H 20.06 -0.15 3.05
H 21.60 0.60 3.35
H 21.27 -1.10 3.88
H 21.62 1.16 -1.38
H 20.40 0.14 -1.83
C 16.23 11.70 -1.77
C 15.28 10.73 -1.06
C 15.02 11.06 0.43
O 14.28 10.04 1.11
C 13.86 10.31 2.42
N 13.99 10.78 -1.77
H 16.35 11.45 -2.82
H 17.26 11.73 -1.39
H 15.86 12.72 -1.76
H 15.78 9.77 -1.02
H 14.62 12.07 0.59
H 16.00 11.18 0.88
H 14.72 10.27 3.08
H 13.10 9.64 2.82
H 13.43 11.32 2.48
H 13.35 10.46 -1.06
H 14.01 9.98 -2.39
C 10.84 0.22 15.01
C 10.70 -0.80 16.20
C 11.99 -1.04 16.91
O 13.11 -1.40 15.99
C 14.33 -1.50 16.63
N 9.76 -0.18 17.13
H 10.99 1.25 15.35
H 9.97 0.25 14.35
H 11.63 -0.11 14.33
H 10.24 -1.73 15.84
H 11.81 -1.83 17.63
H 12.29 -0.13 17.44
H 14.19 -2.04 17.57
H 14.79 -0.52 16.72
H 15.05 -2.14 16.11
H 9.45 -0.89 17.77
H 8.88 0.01 16.66
C 16.75 2.55 11.11
C 16.42 2.23 9.62
C 16.85 3.29 8.63
O 16.50 2.97 7.26
C 16.61 4.09 6.40
N 17.16 0.93 9.46
H 16.56 1.68 11.74
H 16.18 3.38 11.53
H 17.79 2.85 11.24
H 15.38 1.97 9.45
H 17.92 3.47 8.76
H 16.36 4.22 8.91
H 16.43 3.94 5.34
H 17.59 4.56 6.48
H 15.94 4.89 6.71
H 18.10 0.92 9.82
H 17.27 0.89 8.46
C 24.67 6.69 -5.13
C 23.81 5.63 -4.45
C 22.73 6.27 -3.51
O 22.00 5.32 -2.73
C 21.33 5.91 -1.64
N 23.16 4.77 -5.42
H 24.09 7.34 -5.78
H 25.37 6.14 -5.76
H 25.35 7.27 -4.50
H 24.38 4.97 -3.80
H 21.90 6.78 -4.00
H 23.21 7.02 -2.90
H 20.57 5.19 -1.33
H 20.86 6.83 -2.00
H 22.05 6.21 -0.87
H 22.63 5.41 -5.99
H 22.46 4.34 -4.82
O 11.33 -2.44 8.50
H 11.92 -2.63 9.23
H 11.90 -2.04 7.84
O 16.62 -3.70 6.05
H 16.94 -4.11 5.25
H 15.72 -3.45 5.83
O 21.57 -1.12 12.51
H 21.84 -0.53 13.21
H 21.20 -1.88 12.96
O 14.79 8.59 15.34
H 15.67 8.32 15.08
H 14.66 9.44 14.92
O 22.09 4.79 12.18
H 22.23 4.30 11.37
H 22.30 4.17 12.88
O 13.16 -0.65 4.90
H 12.91 -0.54 3.98
H 13.67 0.13 5.11
O 23.39 3.13 8.22
H 23.68 2.26 8.49
H 23.95 3.35 7.48
O 18.60 7.72 13.42
H 19.10 8.51 13.58
H 19.24 7.08 13.10
O 14.34 -2.72 11.74
H 14.99 -2.09 11.43
H 14.25 -2.53 12.68
O 16.23 9.06 9.58
H 16.88 8.60 10.12
H 16.76 9.64 9.02
*
```

Values from the calculation:
* molar mass: 853.18 g/mol
* LUMO energy: -0.0043 Ha
* E: -2963.171759 a.u.
* HOMO level: -9.26 eV



Record 5
DFT (wB97M-V/def2-TZVPD) results for C9H20AgF4N3O8S4 as an isolated structure in a non-equilibrium geometry.

The geometry in ORCA input format:
```
! wB97M-V def2-TZVPD RIJCOSX def2/J DEFGRID3
* xyz 0 1
Ag 1.66 1.92 -0.61
C -3.89 -0.93 -2.77
C -2.79 -1.88 -2.29
C -2.67 -2.06 -0.78
C -2.15 -0.82 -0.04
N -1.94 -0.96 1.47
C -0.95 -2.09 1.83
C 0.39 -1.42 2.10
C 0.27 0.02 1.60
C -1.20 0.28 1.89
C -3.27 -1.05 2.16
H -4.89 -1.23 -2.44
H -4.00 -1.05 -3.85
H -3.75 0.11 -2.48
H -1.80 -1.57 -2.63
H -3.06 -2.86 -2.68
H -2.13 -2.99 -0.63
H -3.66 -2.20 -0.35
H -2.78 0.06 -0.21
H -1.17 -0.50 -0.42
H -1.29 -2.38 2.83
H -0.96 -2.92 1.13
H 0.72 -1.37 3.14
H 1.27 -1.90 1.65
H 0.98 0.65 2.13
H 0.53 0.16 0.54
H -1.38 0.35 2.96
H -1.55 1.21 1.43
H -3.71 -1.88 1.60
H -3.79 -0.10 2.05
H -3.30 -1.41 3.18
N 3.21 3.63 0.27
S 3.06 5.00 1.03
O 2.12 5.90 0.44
O 4.21 5.52 1.71
F 2.24 4.37 2.29
S 4.36 4.21 -0.78
O 5.74 4.11 -0.39
O 3.99 5.37 -1.56
F 4.30 3.02 -1.85
N 2.31 -0.19 -1.19
S 3.67 -0.88 -1.08
O 4.38 -0.98 -2.33
O 3.77 -1.94 -0.09
F 4.42 0.30 -0.30
S 1.47 -1.51 -1.72
O 0.68 -2.14 -0.71
O 1.99 -2.34 -2.78
F 0.34 -0.67 -2.47
*
```

Values from the calculation:
* molar mass: 610.40 g/mol
* LUMO energy: -0.0636 Ha
* E: -3260.141819 a.u.
* HOMO level: -9.90 eV



Record 6
DFT (wB97M-V/def2-TZVPD) results for a 2-piece molecular cluster, C5H11O overall in a non-equilibrium geometry.

The geometry in ORCA input format:
```
! wB97M-V def2-TZVPD RIJCOSX def2/J DEFGRID3
* xyz 1 1
C 1.37 0.02 0.23
C 0.50 1.01 -0.48
C 0.47 1.80 -1.82
C -0.57 -1.76 1.30
C -1.12 -0.81 0.31
O 0.05 -0.28 -0.39
H 2.18 -0.38 -0.38
H 1.44 -0.05 1.29
H -0.04 2.18 0.76
H 1.19 1.42 -2.53
H 0.64 2.80 -1.58
H -0.47 1.91 -2.23
H -1.29 -1.72 2.03
H 0.35 -1.44 1.62
H -0.49 -2.73 0.90
H -1.86 -1.15 -0.31
H -1.76 -0.01 0.81
*
```

Values from the calculation:
* molar mass: 87.14 g/mol
* LUMO energy: -0.1536 Ha
* E: -271.858586 a.u.
* HOMO level: -15.17 eV



Repeat the sixth record exactly.
DFT (wB97M-V/def2-TZVPD) results for a 2-piece molecular cluster, C5H11O overall in a non-equilibrium geometry.

The geometry in ORCA input format:
```
! wB97M-V def2-TZVPD RIJCOSX def2/J DEFGRID3
* xyz 1 1
C 1.37 0.02 0.23
C 0.50 1.01 -0.48
C 0.47 1.80 -1.82
C -0.57 -1.76 1.30
C -1.12 -0.81 0.31
O 0.05 -0.28 -0.39
H 2.18 -0.38 -0.38
H 1.44 -0.05 1.29
H -0.04 2.18 0.76
H 1.19 1.42 -2.53
H 0.64 2.80 -1.58
H -0.47 1.91 -2.23
H -1.29 -1.72 2.03
H 0.35 -1.44 1.62
H -0.49 -2.73 0.90
H -1.86 -1.15 -0.31
H -1.76 -0.01 0.81
*
```

Values from the calculation:
* molar mass: 87.14 g/mol
* LUMO energy: -0.1536 Ha
* E: -271.858586 a.u.
* HOMO level: -15.17 eV